Density functional theory data (wB97M-V/def2-TZVPD) for a cluster of 2 separate species, C2HCl3N in total in a non-equilibrium geometry.

Values from the calculation:
- Net charge: +1
- Frontier orbital gap (spin up / spin down): 7.5296 / 7.1659 eV
- 2S+1: 1
- Energy above the lowest of the compared OMol25 structures with the same formula, charge and spin: 204.7 kJ/mol

Atoms and positions in Å:
C 0.164 -0.019 1.696
Cl 0.930 -1.464 -1.462
C 0.434 0.014 -0.785
Cl 0.607 1.559 -1.596
H -0.430 0.025 2.626
Cl -1.999 -0.101 -1.038
N 0.296 -0.014 0.558

Atom charges from the Mulliken analysis, given in e for atoms 1 to 6:
1. C 0.085
2. Cl 0.068
3. C 0.460
4. Cl 0.067
5. H 0.407
6. Cl -0.113

Density functional theory data (wB97M-V/def2-TZVPD) for a structure of composition C27H28MnN2O3P2S2 in a non-equilibrium geometry.

Values from the calculation:
- Net charge: +2
- Frontier orbital gap (spin up / spin down): 6.0866 / 6.4539 eV
- 2S+1: 4
- Energy above the lowest of the compared OMol25 structures with the same formula, charge and spin: 0.0 kJ/mol

Atoms and positions in Å:
H -0.401 -0.051 -2.812
C 0.965 3.853 -3.794
C -1.787 2.586 0.412
H -2.538 -1.877 5.116
P -0.029 -2.310 -0.305
C -1.366 -1.228 6.836
H 1.788 4.438 -4.184
H 4.824 -2.152 -3.487
C -1.365 3.603 -3.219
H -3.870 -0.610 -0.372
H -2.372 4.032 -3.212
C 3.870 -0.229 -3.481
C 3.907 -1.604 -3.272
H -0.927 3.079 -0.059
Mn -0.345 -0.290 0.670
H 0.029 -0.434 8.319
C -1.331 -3.610 -0.201
C -1.148 2.319 -2.709
C 1.547 -0.204 -2.716
C -1.661 -1.350 5.481
H -1.014 -4.512 -0.752
H -0.593 -2.067 -2.664
C 0.346 -0.075 4.958
H -2.688 3.190 0.231
O 2.551 -0.128 3.413
H 1.360 -3.140 1.492
H 0.466 -3.460 -2.349
H 2.795 -3.360 -2.708
H 1.553 0.616 6.585
S 1.304 0.563 3.608
C 2.667 0.512 -3.207
C -2.267 1.509 -2.082
C 0.655 0.057 6.306
C 1.433 -3.164 0.395
H -2.020 -1.672 7.592
H 3.297 2.517 -3.673
C 1.231 2.540 -3.310
H -1.597 2.493 1.489
H -3.902 0.422 1.087
H -1.517 -3.881 0.849
H -0.514 5.394 -4.052
C -0.316 4.374 -3.734
H -4.419 1.093 -0.510
S -2.017 -1.418 2.056
C -0.209 -0.529 7.250
H 2.348 -2.643 0.081
H -2.516 0.637 -2.718
N 0.087 -0.154 2.492
H -3.168 2.143 -2.042
O 2.268 1.066 0.255
C 1.228 0.529 0.392
C 0.322 -2.392 -2.133
C -0.795 -0.774 4.549
C 2.749 -2.283 -2.839
H -2.269 -3.241 -0.642
C 2.450 1.883 -3.404
C 0.149 1.816 -2.781
H 4.723 0.366 -3.859
C -3.715 0.414 0.004
O 1.229 1.993 3.468
P -1.982 0.931 -0.340
N 0.396 0.492 -2.351
C 1.551 -1.611 -2.600
H 1.471 -4.210 0.051
C -0.900 -0.794 3.140

Atom charges from the Mulliken analysis, given in e for atoms 1 to 6:
1. H 0.365
2. C -0.792
3. C -1.549
4. H 0.477
5. P 1.113
6. C -0.647

Density functional theory data (wB97M-V/def2-TZVPD) for a cluster of 2 separate species, C4H11NO3 in total in a non-equilibrium geometry.

Values from the calculation:
- Frontier orbital gap: 10.7119 eV
- 2S+1: 1
- SMILES: C[C@@H](CO)NC=O.O
- Energy above the lowest of the compared OMol25 structures with the same formula, charge and spin: 187.6 kJ/mol

Atoms and positions in Å:
H -1.341 1.017 -0.577
C -0.380 1.345 -0.262
N -0.760 -0.641 1.205
H -0.632 2.806 1.226
H -0.787 -0.840 2.201
H -1.814 -2.450 0.903
C 1.610 -0.093 0.573
O -0.686 2.659 0.276
C 0.190 0.405 0.829
H 1.892 -0.608 1.586
H 0.402 -1.155 -2.043
H 2.322 0.712 0.374
C -1.359 -1.552 0.394
H -0.357 -0.952 -3.379
H 1.689 -0.801 -0.269
H 0.306 1.028 1.705
O 0.513 -1.044 -2.989
O -1.247 -1.539 -0.814
H 0.439 1.703 -0.938

Atom charges from the Mulliken analysis, given in e for atoms 1 to 6:
1. H 0.287
2. C -0.166
3. N -0.137
4. H 0.282
5. H 0.280
6. H 0.344

Density functional theory data (wB97M-V/def2-TZVPD) for a structure of composition C71H55BrN3O23PS in a non-equilibrium geometry.

Values from the calculation:
- Frontier orbital gap: 6.7373 eV
- 2S+1: 1

Atoms and positions in Å:
H -3.921 -4.331 6.331
C -11.614 -2.678 -2.009
C -4.455 -5.127 5.829
H 0.413 0.515 1.607
C -6.231 -4.333 -4.723
C -6.099 -1.837 0.317
O -4.721 -2.408 -2.037
C -0.438 -0.165 1.287
H 12.036 10.072 2.782
H -2.959 -0.365 -1.173
O 12.533 17.797 -0.463
H -2.965 1.831 0.545
C 9.747 1.832 0.443
C 3.363 -7.758 0.336
H 7.928 -1.161 -1.667
O 8.025 -2.167 1.600
H 2.051 -1.770 -0.155
O -16.803 2.886 3.033
C 8.318 -0.006 -3.397
C -10.757 -2.423 -0.829
H 11.612 5.299 0.626
C -8.530 -6.033 -4.797
C 10.447 4.028 -0.603
H 10.424 4.678 -1.468
O -4.095 -4.076 3.755
H -0.794 1.431 -0.018
C -7.406 -6.531 -4.285
O -9.743 -3.064 -0.637
H -5.381 -5.993 2.574
C 0.260 -1.463 0.711
S -9.493 -0.533 3.589
C 5.739 -2.400 2.101
H 2.723 -6.559 -2.839
H -17.433 0.947 4.638
C -5.827 -7.123 4.308
N -8.592 0.673 2.866
O -5.147 -6.174 -3.737
O 8.616 1.073 -5.466
H 6.399 -2.798 -5.408
C 11.083 4.361 0.519
C 6.935 -2.001 -4.909
C 11.916 8.475 1.396
C -5.817 -0.333 0.272
C -16.909 0.645 3.740
H 3.864 -5.912 -0.726
H 5.907 -1.983 3.087
C 4.328 -3.353 0.337
C -15.518 0.062 1.309
Br -7.412 -4.352 1.257
C -16.611 -0.628 3.485
C 2.741 -7.205 -1.970
H -2.864 0.496 1.761
H 5.346 -3.891 -1.521
C 11.730 9.730 1.801
H 13.718 17.086 -2.658
C -6.170 -5.719 -4.207
C -11.184 -1.359 0.107
H 10.405 1.512 2.431
H 0.346 -2.412 2.802
C 13.483 16.273 -1.982
C -8.591 -4.647 -5.313
C -12.297 -0.659 -0.105
C -16.533 1.725 2.799
C -12.727 -1.978 -2.221
P -5.160 -3.072 -0.750
H 3.658 -2.703 2.316
C -15.816 1.336 1.564
H 8.855 0.790 -2.892
H -16.877 -1.430 4.162
C 7.431 -0.956 -5.570
C 9.732 2.739 -0.727
O 6.635 -3.084 -2.839
H 7.597 -3.171 -0.750
C 6.924 -2.522 1.225
H -13.366 -2.152 -3.078
C 11.087 10.733 0.922
O 3.919 -7.440 1.369
H 9.218 0.893 0.335
O 1.491 -8.823 -3.133
C 8.162 0.122 -4.864
H 1.980 -2.065 2.085
C -3.513 -0.268 -0.193
C -7.129 -2.413 1.196
C 7.092 -2.128 -3.443
C -13.154 -0.914 -1.285
C -7.356 -3.835 -5.236
H -9.443 -6.613 -4.861
H 1.545 -10.353 -1.039
H 10.191 11.033 -1.052
C -4.980 -6.158 6.489
C 2.047 -8.506 -2.102
O -15.623 -2.179 2.017
C 6.720 -3.089 -0.126
C 12.473 15.548 0.222
C 3.353 -6.858 -0.839
C 10.845 9.032 -0.828
C 2.057 -9.406 -0.926
H -14.993 -0.239 0.409
H 7.325 -0.847 -6.642
O 9.152 2.435 -1.754
H -0.990 -0.442 2.226
O 3.225 -3.712 -0.049
H -0.482 -2.115 0.153
O 13.724 12.756 -1.577
O -6.187 -8.174 6.381
C -7.968 -1.507 2.053
H 12.385 7.729 2.025
H -6.462 1.640 1.119
C 11.488 8.031 0.051
C 10.383 2.163 1.565
C 2.669 -9.059 0.205
H 14.280 14.719 -3.181
C 5.514 -3.475 -0.541
H -15.550 2.138 0.887
H -12.624 0.123 0.570
C -6.647 0.534 1.125
C -15.893 -1.017 2.250
N -1.239 0.571 0.291
H -4.041 -3.545 0.025
O -9.617 -4.193 -5.782
H 12.539 13.468 0.617
H -11.287 -3.460 -2.684
C 13.784 15.006 -2.262
H 10.539 8.690 -1.808
H -7.419 -2.823 -5.616
C -7.726 -0.011 2.014
O -4.836 0.218 -0.520
O 10.919 11.878 1.290
C 13.452 13.913 -1.322
H -7.343 -7.543 -3.904
C 7.821 -1.052 -2.739
O 11.657 6.883 -0.317
C 12.774 14.281 -0.059
H 2.687 -9.705 1.074
C 10.659 10.287 -0.423
O 11.677 3.757 2.715
H 11.977 15.834 1.141
H -3.501 -1.244 0.371
O -14.170 -0.273 -1.479
H 0.992 -3.425 1.449
C 0.925 -2.364 1.840
H -5.319 -3.752 -4.659
C -4.575 -5.015 4.357
H -6.010 -4.170 -1.112
C -5.302 -6.092 3.648
C -2.649 0.761 0.680
C 4.533 -2.785 1.689
H -10.546 -1.185 0.963
C 12.805 16.642 -0.718
C -5.707 -7.236 5.780
O 1.327 -1.114 -0.230
C 11.099 3.454 1.690
H -6.362 -7.919 3.806
H -4.900 -6.257 7.565
N -8.963 -1.968 2.922

Atom charges from the Mulliken analysis, given in e for atoms 1 to 6:
1. H 0.415
2. C -0.498
3. C -0.408
4. H 0.268
5. C -0.228
6. C 0.762

Density functional theory data (wB97M-V/def2-TZVPD) for a cluster of 4 separate species, C24H56BrFIN3O8SSi in total in a non-equilibrium geometry.

Values from the calculation:
- Frontier orbital gap: 8.2214 eV
- 2S+1: 1
- SMILES: CC[C@H](I)[C@]1(CCF)OS(=O)(=O)O[C@]1(Br)CCO[Si](C)(C)C.COC[C@@H](C)N.COC[C@@H](C)N.COC[C@@H](C)N

Atoms and positions in Å:
C 0.793 -3.346 2.066
C -6.383 4.526 0.378
C 1.235 2.819 -1.959
H 4.798 -0.995 -6.106
C -5.635 -3.706 3.135
H -5.358 -0.568 3.818
H -6.898 3.566 0.247
H 0.231 -4.032 4.275
H -3.248 3.520 -0.080
H -4.536 8.318 -0.349
H -6.921 5.087 1.150
C -4.241 5.546 1.377
C 3.671 -3.326 -5.941
H -3.298 5.225 1.836
H 0.277 4.174 -3.367
H 6.047 -0.165 2.656
F 5.582 -5.517 2.407
H -0.790 5.482 0.573
C -0.383 4.994 -0.317
O 2.941 -2.644 1.154
H 1.530 4.954 -2.385
H 4.252 -3.911 -6.665
H -6.482 5.066 -0.567
H -2.616 -2.715 0.570
H 2.503 -0.702 -5.057
N 4.265 -1.134 -6.969
H 2.842 -3.969 -5.621
H -1.142 5.021 -1.104
H -0.814 -4.789 2.889
C 4.931 -0.403 2.333
C -4.952 7.365 -0.010
O 1.669 -2.609 -1.367
H -1.654 -1.931 2.657
O -3.878 6.539 0.413
H -0.051 1.749 -0.605
Br 0.714 -4.975 0.841
H 4.977 -0.963 1.293
H 4.925 -1.612 -7.585
O -0.021 3.667 0.034
H 4.569 -2.959 -2.810
H -4.032 4.565 -1.017
H -0.943 2.845 -1.647
O 1.691 -0.461 -0.119
C 2.091 -1.295 -5.877
H -5.459 6.911 -0.863
C 1.254 4.027 -2.894
H 1.236 1.924 -2.593
C 4.651 -4.452 1.878
C -0.269 -3.788 3.233
H -4.840 5.991 2.181
H -1.248 -2.018 4.498
H 5.307 -3.455 1.895
N -4.190 3.779 -0.381
H 4.362 -0.647 4.527
C 2.689 -1.662 3.358
O -2.745 -3.411 3.742
I 1.806 -1.635 5.375
C -4.324 -0.775 3.271
C 4.283 -1.316 3.542
H 4.972 -2.247 3.739
C -1.452 -2.684 3.533
H -3.480 -0.488 4.065
H 3.793 -1.605 -3.621
C -4.928 4.296 0.781
H -5.413 -4.762 2.640
H 1.346 -1.982 -5.461
C 3.338 -4.328 2.854
H 0.503 5.555 -0.618
C -3.749 -2.687 0.889
S 1.740 -2.016 0.066
C 3.918 -2.688 -3.645
H 4.414 -4.765 0.769
H 4.364 0.626 2.290
C 3.162 -2.055 -6.658
H 2.719 -5.325 2.973
O 0.408 -2.280 1.097
H 2.955 -3.191 -3.511
H -4.301 -1.800 0.346
H -4.276 -3.682 0.507
H 2.371 3.544 -0.445
N 2.469 2.818 -1.160
C 2.367 -3.015 2.491
Si -4.036 -2.618 2.797
H 2.704 -2.373 -7.602
C -0.020 2.746 -1.061
H 2.205 -0.753 2.775
O 4.562 -3.075 -4.850
H -6.593 -3.270 2.599
H -4.230 -0.067 2.340
H 1.564 -0.595 -6.537
H -4.930 3.522 1.558
H -5.662 7.566 0.798
H -5.831 -3.832 4.281
H 1.990 3.877 -3.693
H 2.507 1.952 -0.618
H 3.760 -4.090 3.945

Atom charges from the Mulliken analysis, given in e for atoms 1 to 6:
1. C -0.126
2. C -1.496
3. C 0.541
4. H 0.323
5. C -0.988
6. H 0.302

Density functional theory data (wB97M-V/def2-TZVPD) for a structure of composition C29H42CeF3N8SSi in a non-equilibrium geometry.

Values from the calculation:
- Frontier orbital gap (spin up / spin down): 6.8740 / 6.8868 eV
- 2S+1: 2
- Energy above the lowest of the compared OMol25 structures with the same formula, charge and spin: 9.4 kJ/mol

Atoms and positions in Å:
H -2.179 -4.840 1.001
N 0.399 3.025 0.252
H -1.177 3.778 1.380
C -3.303 -1.289 0.382
H 0.034 2.001 -3.029
N -2.035 -1.615 0.110
H -1.198 -1.453 -2.955
H -3.569 -0.246 0.253
F 5.742 0.555 0.801
H -1.277 -0.956 4.294
C -2.528 -3.839 0.795
C 4.121 0.078 3.971
H -1.083 4.131 -1.644
H 3.050 0.411 -4.175
C 0.749 -2.187 0.126
N 1.837 0.167 2.468
H 2.254 -0.750 -2.222
H -2.200 5.015 -0.630
C 4.193 0.417 2.631
H 5.032 0.040 4.554
N 0.303 -0.046 -2.576
Si -1.712 1.104 2.850
H 2.825 -0.493 5.602
H -0.211 5.033 0.607
H -4.531 -4.229 1.437
C -0.866 -0.495 -3.361
C 2.905 -0.224 4.559
C -1.631 -2.885 0.304
H 2.405 -0.010 -5.774
H 0.186 -2.579 -4.540
H 0.957 3.251 -0.567
C -0.916 2.284 4.125
H -3.127 2.848 0.228
C 2.158 0.091 -4.716
C -1.633 4.084 -0.694
H 1.071 3.048 1.017
H -1.680 0.226 -3.263
F 6.497 -0.038 2.728
C 2.085 -2.602 0.013
C -3.444 1.910 2.659
C 1.375 -1.058 -2.790
H 1.689 1.524 -2.598
C 2.450 -3.917 -0.240
C 5.573 0.735 2.108
H -3.374 2.966 2.381
Ce 0.000 0.226 0.520
C 1.789 -0.179 3.751
C 3.008 0.495 1.872
C 0.142 -4.543 -0.227
N -0.564 -0.639 -4.782
H -3.397 3.159 -1.485
H -2.768 -0.147 4.777
H 0.152 0.561 -6.339
H -1.477 1.723 -1.905
H 1.031 -2.013 -2.400
H 3.497 -4.182 -0.334
H -0.788 3.291 3.715
C -2.629 2.935 -0.736
N -1.973 1.648 -1.024
H -4.074 1.414 1.913
C -3.838 -3.492 1.051
N 1.722 -1.204 -4.199
H 1.741 -5.918 -0.608
C -0.081 0.653 -5.277
C -4.248 -2.184 0.834
C -0.205 -3.214 0.041
H 2.878 -1.864 0.098
C -2.158 -0.433 3.913
F 5.911 2.016 2.388
C 0.523 -1.615 -4.925
H -0.622 -5.305 -0.333
C 1.471 -4.894 -0.386
S 2.894 1.016 0.216
H -2.676 0.930 -1.169
H -5.259 -1.859 1.035
C 0.795 1.223 -3.151
H -1.549 2.372 5.015
H 0.762 -1.723 -5.985
C -0.645 4.039 0.462
N 1.116 1.115 -4.568
H -0.872 1.397 -5.159
H 0.807 -0.424 4.139
H 0.071 1.946 4.449
H -3.975 1.865 3.615
H -2.728 -1.165 3.332

Atom charges from the Mulliken analysis, given in e for atoms 1 to 6:
1. H 0.446
2. N -0.248
3. H -0.187
4. C 0.094
5. H 0.238
6. N 0.676

| no. | energy (eV) |
| --- | --- |
| 1 | -41135.3758 |
| 2 | -109130.2046 |
| 3 | -11958.1649 |
| 4 | -216232.6737 |
| 5 | -146211.8710 |
| 6 | -82471.7162 |